{
  "formula": "C5H13NOS",
  "method": "ωB97M-V/def2-TZVPD",
  "species": ["C", "S", "C", "C", "C", "N", "C", "O", "H", "H", "H", "H", "H", "H", "H", "H", "H", "H", "H", "H", "H"],
  "positions_angstrom": [[-0.09693, 2.12810, 2.58525], [-1.12867, 2.61405, 1.14653], [-1.28925, 1.08616, 0.23386], [-0.07424, 0.32110, -0.17577], [-0.13989, -1.16032, -0.48846], [-1.03480, -1.31173, -1.66934], [1.23736, -1.73406, -0.80651], [1.79055, -0.94690, -1.83447], [-0.24161, 2.93264, 3.32093], [0.96309, 2.23289, 2.27374], [-0.30377, 1.11775, 2.91716], [-1.81334, 1.41965, -0.68674], [-2.16600, 0.55558, 0.66846], [0.28530, 0.81913, -1.09324], [0.69607, 0.55603, 0.62449], [-0.56906, -1.80567, 0.29701], [-0.63982, -0.96700, -2.53334], [-1.16172, -2.30960, -1.78496], [1.90131, -1.84614, 0.07694], [1.03596, -2.74200, -1.25456], [2.74944, -0.95966, -1.81697]],
  "forces_ev_per_angstrom": [[0.77, 1.11, -1.03], [0.52, 0.18, 0.46], [-3.14, -0.12, -0.91], [1.97, 0.94, 1.07], [-0.52, -0.01, -0.79], [-0.23, -0.54, 0.88], [-0.21, -1.00, -0.27], [0.48, 0.49, -0.27], [-0.23, -0.66, 0.07], [-0.52, -0.40, 0.27], [-0.18, 0.07, 0.33], [0.39, 0.10, 0.28], [1.08, -0.46, 0.26], [0.19, -0.27, 0.44], [-0.45, -0.68, -0.95], [0.00, 0.56, 0.00], [0.39, 0.19, 0.12], [-0.26, -0.02, -0.30], [-0.35, 0.25, -0.40], [0.31, 0.37, 0.68], [-0.01, -0.12, 0.07]],
  "total_charge": 0,
  "smiles": "CSCC[C@@H](N)CO",
  "homo_energy_ev": -8.251,
  "de_lowest_kcal_mol": 28.39,
  "e_tot_ha": -726.45586,
  "orbital_gap_ev": 8.97
}

=====

{
  "formula": "C5H13NOS",
  "method": "ωB97M-V/def2-TZVPD",
  "species": ["C", "C", "C", "C", "C", "N", "O", "S", "H", "H", "H", "H", "H", "H", "H", "H", "H", "H", "H", "H", "H"],
  "positions_angstrom": [[-1.80370, 1.13222, 2.46113], [-2.17590, 1.17379, 0.04560], [3.10311, -0.63199, -1.93722], [0.75210, -1.91666, -0.68742], [-1.17743, 0.99836, 1.16921], [-0.03747, 0.58470, 0.85064], [0.62950, 0.19601, -2.44187], [1.35909, -0.24454, -1.24043], [-1.89122, 2.19915, 2.61884], [-2.76748, 0.79650, 2.43948], [-1.35546, 0.75793, 3.28497], [-2.59030, 0.17425, -0.24126], [-1.72446, 1.42873, -0.90545], [-2.96036, 1.71275, 0.48323], [3.05317, -1.45050, -2.67721], [3.48252, 0.27767, -2.11038], [3.54631, -1.09286, -1.00084], [-0.30847, -1.62496, -0.58225], [0.92645, -2.89244, -1.31161], [1.27646, -1.95803, 0.15338], [0.66355, 0.37992, 1.62947]],
  "forces_ev_per_angstrom": [[0.38, 2.75, -0.47], [0.91, -2.09, -0.40], [-2.85, -5.07, 3.31], [-1.50, -0.02, -4.95], [-0.30, -1.58, -1.73], [1.82, -0.14, 1.23], [-0.99, 0.23, -0.31], [2.51, -0.79, -1.51], [-0.17, 0.56, 0.27], [-2.66, -1.06, -0.17], [1.95, -1.42, 2.40], [0.16, 0.41, 0.73], [0.01, 0.98, 0.09], [-1.36, 1.33, -0.45], [0.14, 1.00, -0.11], [1.58, 3.08, -1.22], [0.09, 0.60, -1.03], [0.47, -0.75, 0.31], [-0.37, 2.17, 0.76], [1.68, -0.68, 4.12], [-1.49, 0.47, -0.86]],
  "total_charge": 0,
  "homo_energy_ev": -7.912,
  "de_lowest_kcal_mol": 84.06,
  "e_tot_ha": -726.36715,
  "orbital_gap_ev": 8.68
}

=====

{
  "formula": "C5H13NS",
  "method": "ωB97M-V/def2-TZVPD",
  "species": ["C", "S", "C", "C", "C", "C", "N", "H", "H", "H", "H", "H", "H", "H", "H", "H", "H", "H", "H", "H"],
  "positions_angstrom": [[0.88621, -2.49887, -0.13027], [-0.52065, -2.63973, 1.01267], [-0.88068, -0.82804, 1.44491], [-1.03164, 0.05294, 0.19910], [0.17572, 0.79128, -0.36809], [-0.30654, 1.86658, -1.30940], [1.06783, 1.33477, 0.74290], [1.46253, -1.58273, 0.16428], [1.52976, -3.36705, 0.01845], [0.52575, -2.34290, -1.15349], [-0.14501, -0.38414, 2.09371], [-1.88542, -0.83572, 1.87056], [-1.54094, -0.62062, -0.51891], [-1.73340, 0.79214, 0.58395], [0.82441, 0.18920, -1.08302], [-0.94773, 1.63612, -2.20299], [-0.75571, 2.74385, -0.79313], [0.54026, 2.01692, -2.02325], [0.73267, 2.22313, 1.08497], [2.00259, 1.45289, 0.36702]],
  "forces_ev_per_angstrom": [[0.21, 1.45, 0.57], [-0.18, 1.04, 0.59], [0.19, -1.04, -1.30], [-0.19, -1.04, 0.65], [0.71, -0.38, -0.34], [0.27, 0.91, -2.28], [-0.64, -1.14, -1.38], [-0.34, -0.92, -0.23], [-0.20, 0.05, -0.35], [0.31, -0.39, 0.16], [0.23, -0.23, 0.51], [0.32, -0.38, 0.43], [0.20, 0.92, -0.16], [-0.22, 0.48, -0.60], [-0.68, 0.02, 1.52], [-0.59, -0.77, 1.49], [0.68, -0.31, -0.53], [0.11, 1.35, 1.20], [-0.07, 0.18, -0.10], [-0.14, 0.21, 0.14]],
  "total_charge": 0,
  "smiles": "CSCC[C@@H](C)N",
  "homo_energy_ev": -8.275,
  "de_lowest_kcal_mol": 24.65,
  "e_tot_ha": -651.20468,
  "orbital_gap_ev": 9.19
}

=====

{
  "formula": "C5H13NS",
  "method": "ωB97M-V/def2-TZVPD",
  "species": ["C", "C", "S", "C", "N", "C", "C", "H", "H", "H", "H", "H", "H", "H", "H", "H", "H", "H", "H", "H"],
  "positions_angstrom": [[1.96909, 0.85538, 1.22203], [2.73961, 0.63518, -0.05802], [2.53923, -1.06094, -0.55782], [0.58713, 0.18293, 1.00461], [-0.35207, 1.00982, 0.54627], [-1.92881, -1.39540, -1.02702], [-2.88757, -0.23403, -0.67040], [1.84589, 1.91340, 1.46690], [2.41483, 0.34534, 2.06202], [2.39686, 1.27452, -0.88025], [3.81435, 0.81535, 0.05049], [0.02229, 1.51215, -0.27897], [0.84032, -0.63449, 0.18365], [0.24710, -0.33160, 1.91459], [-0.95702, -1.03825, -1.36713], [-2.40573, -2.12621, -1.68619], [-1.75907, -1.99661, -0.11476], [-2.41704, 0.29299, 0.16261], [-2.79793, 0.50105, -1.47649], [-3.91146, -0.52056, -0.49613]],
  "forces_ev_per_angstrom": [[0.46, 0.43, -0.71], [0.55, 0.67, -0.55], [-1.00, -0.03, 0.59], [-0.87, -0.19, 2.25], [0.58, 0.70, -0.72], [-1.08, -0.68, 1.30], [1.95, 0.23, -0.98], [0.08, -0.13, 0.00], [0.12, -0.17, 0.28], [0.07, 0.04, 0.25], [0.01, 0.04, 0.08], [-0.60, 0.00, -0.08], [0.60, -0.86, -0.77], [0.00, -0.44, -0.53], [-0.10, -0.11, -0.43], [0.43, 0.39, -0.43], [0.15, 0.21, -0.18], [-0.59, 0.02, 0.50], [-0.62, -0.08, -0.08], [-0.15, -0.04, 0.21]],
  "total_charge": 1,
  "homo_energy_ev": [-14.799, -14.718],
  "s2": 0.870,
  "de_lowest_kcal_mol": 101.43,
  "e_tot_ha": -650.77161,
  "multiplicity": 2,
  "orbital_gap_ev": [6.34, 6.19]
}

=====

{
  "formula": "C5H13NS",
  "method": "ωB97M-V/def2-TZVPD",
  "species": ["C", "C", "S", "C", "N", "C", "C", "H", "H", "H", "H", "H", "H", "H", "H", "H", "H", "H", "H", "H"],
  "positions_angstrom": [[-1.50060, 1.11531, 0.10054], [-2.33060, -0.05318, -0.44963], [-2.23649, -0.30931, -2.28234], [-0.07258, 1.11544, -0.54370], [0.76226, 0.02390, -0.25039], [1.68936, 0.03384, 0.85375], [2.27021, -1.32202, 1.14357], [-1.34944, 0.92169, 1.15927], [-1.92227, 2.06681, -0.15903], [-1.91127, -0.96444, -0.02684], [-3.39125, 0.05920, -0.26090], [-2.08561, -1.63592, -2.20147], [-0.20686, 1.25907, -1.62111], [0.42752, 2.06736, -0.31255], [0.98635, -0.57050, -1.05101], [2.43950, 0.80802, 0.66333], [1.07861, 0.41877, 1.68393], [3.16178, -1.23222, 1.74674], [1.57293, -2.01956, 1.59275], [2.61844, -1.78225, 0.21509]],
  "forces_ev_per_angstrom": [[0.73, -1.44, -0.68], [0.44, -0.17, -0.71], [0.18, 0.12, 0.29], [-0.52, 1.92, -0.83], [0.88, 0.30, -0.96], [-1.25, -0.06, 0.76], [0.49, -0.37, -0.74], [-0.40, 0.60, 0.26], [-0.23, 0.54, 0.33], [-0.48, -0.09, 0.18], [0.03, 0.00, 0.57], [-0.03, -0.01, -0.09], [-0.05, -0.92, -0.01], [0.09, -0.30, 0.94], [-0.24, -0.36, 0.27], [0.12, 0.03, -0.24], [0.35, 0.03, 0.12], [0.04, 0.06, 0.39], [-0.16, 0.12, 0.21], [0.00, 0.00, -0.07]],
  "total_charge": 1,
  "homo_energy_ev": [-12.946, -12.888],
  "s2": 0.755,
  "de_lowest_kcal_mol": 4.43,
  "e_tot_ha": -650.92619,
  "multiplicity": 2,
  "orbital_gap_ev": [10.05, 5.24]
}

=====

{
  "formula": "C5H13NS2",
  "method": "ωB97M-V/def2-TZVPD",
  "species": ["N", "C", "C", "C", "S", "S", "C", "C", "H", "H", "H", "H", "H", "H", "H", "H", "H", "H", "H", "H", "H"],
  "positions_angstrom": [[1.15709, 2.09828, -0.21823], [-0.02487, 1.34297, -0.63586], [-1.36106, 2.05463, -0.52392], [0.16786, 0.67819, -1.99568], [-0.79814, -0.82678, -2.19017], [1.21003, -0.38299, 2.01506], [0.64288, -1.89608, 1.21341], [-0.80110, -2.26979, 1.54777], [1.34860, 1.72772, 0.72126], [0.90690, 3.08063, -0.13826], [-0.06317, 0.51810, 0.08110], [-1.54702, 2.83555, -1.26725], [-2.17669, 1.33985, -0.59653], [-1.45495, 2.52583, 0.46664], [1.22116, 0.42735, -2.13207], [-0.10386, 1.30541, -2.85555], [1.31279, -2.70247, 1.52139], [0.79187, -1.79518, 0.13393], [-1.41376, -1.38946, 1.72378], [-1.22298, -2.90764, 0.75347], [-0.83205, -2.92709, 2.41937]],
  "forces_ev_per_angstrom": [[-0.48, 0.36, -0.11], [-0.14, -0.48, 0.09], [-0.20, 0.40, 0.53], [0.15, -0.13, -0.21], [-0.02, 0.01, -0.06], [0.18, 0.24, 0.55], [0.18, 0.13, 0.19], [0.17, -0.90, -0.37], [0.31, 0.13, -0.18], [0.17, -0.07, 0.07], [-0.06, -0.09, 0.05], [0.25, 0.02, -0.17], [-0.09, -0.15, -0.13], [0.10, -0.15, -0.20], [0.01, -0.01, 0.06], [-0.02, 0.14, 0.06], [-0.07, -0.15, -0.08], [-0.25, 0.00, -0.28], [-0.08, 0.00, -0.09], [-0.13, 0.36, -0.07], [0.02, 0.34, 0.35]],
  "total_charge": -1,
  "homo_energy_ev": [-2.786, -2.671],
  "s2": 0.754,
  "de_lowest_kcal_mol": 2.60,
  "e_tot_ha": -1049.41868,
  "multiplicity": 2,
  "orbital_gap_ev": [6.00, 3.99]
}

=====

{
  "formula": "C5H13NSi",
  "method": "ωB97M-V/def2-TZVPD",
  "species": ["C", "C", "C", "C", "C", "N", "Si", "H", "H", "H", "H", "H", "H", "H", "H", "H", "H", "H", "H", "H"],
  "positions_angstrom": [[1.88773, -0.29117, -0.05296], [0.65934, -0.78936, -0.19319], [2.07020, 1.11101, 0.29128], [0.39759, -2.23385, -0.46659], [-1.42264, 1.71472, -0.67604], [-2.40041, -0.78165, 0.29920], [-0.90945, 0.05879, 0.12634], [2.71495, -0.83366, -0.15160], [1.40564, 1.55613, 1.08395], [2.93905, 1.45272, 0.70399], [1.81897, 1.77390, -0.71165], [0.46873, -2.87234, 0.42270], [-0.52843, -2.50539, -0.73152], [1.13355, -2.74149, -1.16423], [-1.84392, 1.50827, -1.74063], [-2.14515, 2.19835, -0.12541], [-0.68056, 2.43407, -0.63502], [-2.51299, -1.75437, 0.33094], [-3.06415, -0.38230, 0.92823], [0.01195, 1.37761, 2.46221]],
  "forces_ev_per_angstrom": [[-3.46, 2.54, 0.86], [-0.63, -1.11, -0.30], [-3.03, 3.07, -2.42], [4.36, -1.56, 0.76], [-0.08, -3.06, -2.14], [1.08, 0.63, -0.29], [-0.58, 3.05, 1.49], [3.20, -2.63, -0.52], [-0.50, -0.97, -0.72], [3.12, 0.26, 0.31], [0.81, -1.37, 2.46], [0.46, 0.37, 0.44], [-3.64, -0.43, -1.81], [-0.81, 0.86, 0.48], [0.90, 0.48, 1.70], [-2.21, 0.53, 1.38], [2.03, 1.16, -0.56], [0.15, -1.49, 0.04], [-0.39, 0.57, 0.19], [-0.77, -0.88, -1.36]],
  "total_charge": 0,
  "homo_energy_ev": [-7.024, -7.025],
  "de_lowest_kcal_mol": 111.19,
  "e_tot_ha": -542.39202,
  "orbital_gap_ev": [7.07, 7.08]
}

=====

{
  "formula": "C5H13O2",
  "method": "ωB97M-V/def2-TZVPD",
  "species": ["C", "O", "C", "C", "C", "C", "H", "H", "H", "H", "H", "H", "H", "H", "H", "H", "H", "H", "H", "O"],
  "positions_angstrom": [[0.19984, -1.61729, 0.30653], [-1.14432, -1.47548, 0.25527], [0.92316, -0.25965, 0.40871], [0.43582, 0.71627, -0.68064], [1.05707, 2.10012, -0.41891], [0.58162, 0.21370, -2.08087], [0.65148, -2.19334, -0.54540], [0.57507, -2.30704, 1.10686], [0.55913, 0.14456, 1.35559], [2.01914, -0.32229, 0.37757], [-0.60691, 0.90324, -0.42871], [0.51365, 2.97238, -0.79897], [2.09960, 2.14675, -0.75477], [0.99295, 2.25982, 0.66037], [1.59335, 0.17515, -2.49685], [0.14897, -0.78292, -2.20789], [-0.04942, 0.80874, -2.75687], [-2.27170, -0.51283, 2.70461], [-1.68270, -0.71087, 1.32432], [-1.96717, 0.08618, 2.00948]],
  "forces_ev_per_angstrom": [[0.85, -0.74, -0.24], [-0.27, -0.48, -0.05], [-0.62, -0.05, -0.31], [0.03, 0.84, 1.28], [0.14, -0.03, 0.27], [-0.89, -0.30, -1.16], [-0.38, 0.35, -0.42], [-0.14, 0.46, 0.51], [0.44, 0.22, 0.15], [0.03, -0.19, 0.18], [-0.32, -0.56, -0.38], [-0.04, -0.30, -0.60], [0.00, 0.13, 0.15], [0.42, -0.05, 0.08], [0.12, 0.19, 0.28], [0.15, -0.07, 0.36], [0.36, 0.25, -0.03], [-0.11, 0.51, 0.29], [0.44, 1.08, -0.55], [-0.20, -1.27, 0.19]],
  "total_charge": -1,
  "homo_energy_ev": -3.343,
  "de_lowest_kcal_mol": 7.70,
  "e_tot_ha": -348.78760,
  "orbital_gap_ev": 7.31
}